[1]
7 unconnected molecules or ions with the total composition C18H51ClO9SSi, computed with ωB97M-V/def2-TZVPD.

## Properties
SMILES: COC[SiH2]CCCCS(=O)(=O)Cl.CCO.CCO.CCO.CCO.CCO.CCO
Electronic energy in Eh: -2541.332814
Orbital gap in eV: 9.4
LUMO level in eV: 0.29

Last column: Mulliken charge in e.
Positions of all 81 atoms, in Å:
Cl 5.977 3.552 -2.254  -0.242
S 5.294 1.674 -1.849  1.108
Si -1.010 -0.640 -3.259  0.524
O -2.599 -1.521 -0.167  -0.224
O -5.464 -5.639 2.440  -0.479
O -3.438 0.910 1.652  -0.558
O -2.663 1.519 -3.667  -0.412
O 3.538 5.505 3.750  -0.531
O 6.330 0.728 -2.103  -0.574
O 4.723 1.707 -0.544  -0.500
O 1.106 3.154 -1.035  -0.457
O 2.389 -2.709 -1.006  -0.473
C -2.081 1.283 1.427  0.425
C 2.734 -3.860 -1.777  -0.169
C 4.247 3.665 5.174  -1.092
C -2.275 0.630 -2.626  -0.162
C -6.602 -5.757 1.590  -0.297
C -1.246 1.190 2.692  -1.140
C 2.012 4.621 0.687  -1.194
C 3.992 1.424 -3.052  -0.898
C 3.416 -4.923 -0.938  -1.158
C 1.466 3.249 0.346  0.236
C -3.255 -3.404 1.240  -1.027
C 4.311 4.304 3.799  0.022
C -7.559 -4.591 1.755  -0.947
C 3.024 0.385 -2.494  -0.632
C 1.643 0.476 -3.153  -1.001
C -3.400 2.639 -3.218  -0.656
C -2.213 -2.808 0.314  -0.308
C 0.621 -0.359 -2.356  0.210
H -4.417 2.610 -3.612  0.272
H -0.815 -0.522 -4.720  -0.262
H 4.826 2.741 5.206  0.321
H 3.510 2.367 -3.295  0.553
H -3.150 0.119 -2.213  0.452
H -3.806 1.508 2.309  0.307
H -6.216 -5.793 0.573  0.283
H 0.563 3.044 0.920  0.044
H -1.701 0.600 0.667  -0.314
H -1.279 0.178 3.098  0.330
H 3.214 3.442 5.439  0.286
H 2.203 2.472 0.576  0.185
H -2.960 -4.396 1.584  0.409
H -5.774 -5.618 3.349  0.278
H 1.276 5.392 0.455  0.320
H 3.907 6.108 4.401  0.301
H -7.115 -6.703 1.792  0.312
H -8.412 -4.685 1.082  0.326
H 1.301 1.513 -3.132  0.289
H 2.270 4.689 1.743  0.260
H 4.515 1.069 -3.937  0.467
H 5.347 4.528 3.525  0.243
H 4.644 4.344 5.933  0.323
H -0.206 1.451 2.492  0.252
H 0.387 0.240 -1.471  -0.107
H -1.511 -1.980 -2.873  -0.241
H -2.919 3.546 -3.585  0.257
H -4.215 -3.488 0.731  0.165
H 3.379 -3.562 -2.611  0.236
H 1.692 0.162 -4.197  0.529
H 2.907 4.836 0.098  0.367
H -7.936 -4.543 2.780  0.318
H -1.246 -2.729 0.825  0.278
H -7.050 -3.650 1.546  0.227
H 3.403 -0.623 -2.649  0.360
H -3.457 2.679 -2.130  0.249
H 3.652 -5.803 -1.538  0.357
H -1.817 1.176 -1.793  -0.001
H -2.715 -0.944 0.594  0.113
H 3.200 -2.346 -0.635  0.231
H -2.044 2.297 1.015  0.350
H 1.799 -4.236 -2.190  0.308
H 1.903 3.324 -1.545  0.181
H 4.345 -4.540 -0.511  0.339
H 1.075 -1.278 -1.978  -0.003
H -2.078 -3.431 -0.568  0.322
H -3.403 -2.768 2.116  0.302
H 3.899 3.636 3.044  0.144
H 2.771 -5.225 -0.112  0.288
H -1.630 1.863 3.462  0.372
H 2.870 0.528 -1.428  0.429

[2]
A molecular structure, C18H51NO18PZn in a non-equilibrium geometry, computed with ωB97M-V/def2-TZVPD.

## Properties
Electronic energy in Eh: -4246.273094
Orbital gap in eV: 7.4
Total charge: -1
LUMO level in eV: 1.42

Last column: Mulliken charge in e.
Positions of all 90 atoms, in Å:
Zn 1.881 -15.303 12.760  0.252
P 3.631 -14.490 11.647  0.055
O 3.060 -11.931 7.576  -0.613
O 3.371 -14.083 13.113  -0.158
O 3.001 -11.531 13.747  -0.609
O 1.094 -14.108 8.778  -0.729
O 0.551 -16.596 11.747  -0.208
O 5.246 -12.563 8.810  -0.588
O 4.141 -18.128 13.008  -0.746
O 4.181 -13.512 15.699  -0.612
O 2.153 -14.139 11.196  -0.906
O 7.136 -14.425 9.551  -0.519
O 1.848 -16.709 14.239  -0.297
O 3.396 -15.996 11.802  2.231
O 4.016 -17.070 9.536  -0.609
O 6.107 -18.650 10.752  -0.697
O 6.612 -12.449 12.143  -0.590
O 4.793 -13.725 10.921  -0.472
O -2.145 -12.291 13.544  -0.276
O 8.497 -14.760 12.108  -0.687
N 0.088 -14.636 13.721  0.096
C -2.925 -11.156 13.961  -0.788
C 3.556 -12.207 15.974  -0.185
C 6.605 -12.301 8.660  -0.576
C 3.078 -16.944 14.919  -0.504
C 3.873 -11.218 14.800  -0.324
C 7.040 -13.098 13.294  0.149
C 7.466 -14.608 13.105  -0.135
C 2.427 -13.015 7.019  -0.651
C 3.789 -18.228 14.389  -0.543
C 6.259 -17.381 10.234  -0.081
C 5.355 -17.093 9.094  -0.198
C 7.327 -13.684 8.367  -0.406
C 0.113 -13.218 13.368  -0.245
C -0.851 -12.291 14.103  -1.082
C 2.373 -14.169 8.064  1.057
C 1.061 -17.207 10.584  -0.779
C -1.033 -15.321 13.043  -0.847
C -0.663 -15.801 11.613  -0.411
H 8.379 -13.670 8.082  0.404
H 0.085 -13.118 12.283  0.337
H 6.108 -16.641 11.021  -0.147
H 6.795 -11.634 7.819  0.398
H -3.118 -11.315 15.022  0.322
H 1.226 -16.573 9.713  0.239
H -1.253 -16.161 13.701  0.480
H 3.193 -14.150 8.782  -0.949
H 5.479 -17.895 8.366  0.365
H 1.965 -17.712 10.924  0.098
H 7.788 -14.976 14.079  0.505
H 1.189 -17.367 14.475  0.239
H 6.611 -15.209 12.796  -0.285
H 2.473 -12.327 15.969  0.071
H 7.245 -17.124 9.846  0.452
H 6.197 -12.997 13.978  -0.145
H 5.353 -18.548 11.336  0.440
H -1.983 -14.789 13.078  0.345
H 6.333 -14.211 10.032  0.383
H 7.844 -12.511 13.736  0.361
H 2.297 -15.174 7.649  0.241
H 4.078 -13.680 14.759  0.059
H -1.369 -16.443 11.086  0.565
H -0.770 -12.492 15.171  0.367
H -0.134 -14.778 14.696  0.360
H 5.633 -16.152 8.619  -0.032
H -0.558 -14.951 10.938  0.146
H 3.021 -13.372 6.178  0.275
H -3.868 -11.239 13.421  0.242
H 5.875 -12.947 11.781  0.296
H -2.431 -10.207 13.752  0.308
H 3.752 -16.089 14.876  -0.051
H 8.064 -14.443 11.312  0.387
H -0.495 -11.263 14.028  0.584
H 0.448 -18.072 10.335  0.416
H 3.679 -10.201 15.142  0.366
H 5.105 -13.069 9.613  0.582
H 3.140 -19.102 14.450  0.320
H 4.901 -11.223 14.439  0.097
H 6.807 -14.121 7.514  0.232
H 6.966 -11.746 9.526  0.249
H 3.092 -12.433 13.431  0.016
H 2.852 -17.036 15.981  0.482
H 3.787 -11.791 16.955  0.430
H 3.867 -17.308 12.591  0.191
H 4.588 -18.438 15.100  0.413
H 3.837 -16.649 10.379  -0.328
H 1.028 -12.777 13.764  -0.083
H 3.896 -12.217 7.950  0.615
H 1.385 -14.192 9.689  0.241
H 1.460 -12.735 6.601  0.329